{"formula": "C51H78N3O3Sr", "method": "wB97M-V/def2-TZVPD", "species": ["Sr", "C", "C", "C", "C", "C", "C", "C", "C", "N", "C", "C", "N", "C", "C", "N", "C", "C", "C", "C", "C", "C", "C", "C", "C", "O", "C", "C", "C", "C", "C", "C", "C", "C", "C", "C", "C", "C", "C", "C", "C", "O", "C", "C", "C", "C", "C", "C", "C", "C", "C", "O", "C", "C", "C", "C", "C", "C", "H", "H", "H", "H", "H", "H", "H", "H", "H", "H", "H", "H", "H", "H", "H", "H", "H", "H", "H", "H", "H", "H", "H", "H", "H", "H", "H", "H", "H", "H", "H", "H", "H", "H", "H", "H", "H", "H", "H", "H", "H", "H", "H", "H", "H", "H", "H", "H", "H", "H", "H", "H", "H", "H", "H", "H", "H", "H", "H", "H", "H", "H", "H", "H", "H", "H", "H", "H", "H", "H", "H", "H", "H", "H", "H", "H", "H", "H"], "positions_angstrom": [[-0.917007, -0.659751, 1.372386], [2.578272, 3.422252, 6.863294], [2.609711, 1.987426, 6.313379], [2.362456, 1.022229, 7.476659], [4.009471, 1.693165, 5.751666], [1.572221, 1.842152, 5.204843], [0.439585, 1.045166, 5.314291], [-0.437091, 0.924798, 4.254669], [-1.647136, 0.041749, 4.305487], [-1.498275, -1.014409, 3.348389], [-2.695370, -1.693483, 3.018017], [-2.543551, -2.843537, 2.029693], [-1.550070, -2.721525, 0.997736], [-0.388869, -3.501733, 1.323481], [0.885749, -2.805140, 0.963908], [0.973390, -1.546523, 1.614019], [0.861626, -1.659882, 3.021874], [-0.462456, -1.896361, 3.700324], [2.194083, -0.862637, 1.249515], [2.317863, -0.662834, -0.237802], [3.453931, -1.086583, -0.897260], [3.610074, -0.885931, -2.264677], [2.622683, -0.142875, -2.892032], [1.452161, 0.299135, -2.278657], [1.215178, -0.057404, -0.916013], [0.079426, 0.076406, -0.248351], [0.487117, 1.046101, -3.202029], [-0.193339, 0.013721, -4.105716], [1.247764, 2.083431, -4.050334], [-0.603677, 1.803269, -2.458981], [4.784920, -1.493957, -3.023532], [4.701039, -1.240947, -4.532265], [4.769735, -3.013699, -2.800093], [6.104260, -0.902077, -2.510551], [-2.012801, -3.121047, -0.324535], [-2.605147, -2.081531, -1.261340], [-2.846176, -2.517357, -2.555398], [-3.332453, -1.668770, -3.538681], [-3.689444, -0.378371, -3.146335], [-3.513692, 0.097226, -1.855394], [-2.882991, -0.747743, -0.890003], [-2.574521, -0.330976, 0.316541], [-4.145753, 1.418784, -1.392421], [-3.221362, 2.360428, -0.598760], [-4.717833, 2.224066, -2.563446], [-5.292172, 0.994215, -0.457783], [-3.493260, -2.186616, -4.967503], [-2.207542, -2.894210, -5.423744], [-3.788662, -1.055417, -5.956470], [-4.659168, -3.186927, -5.006041], [-0.232723, 1.568857, 3.005537], [-1.037089, 1.269700, 2.012915], [0.860448, 2.482321, 2.929270], [1.720262, 2.557875, 4.018127], [1.151036, 3.421851, 1.755076], [1.177725, 4.865608, 2.290050], [2.502000, 3.080198, 1.108938], [0.095951, 3.365955, 0.653250], [3.282207, 3.528406, 7.691526], [1.578955, 3.671860, 7.218845], [2.845436, 4.137507, 6.087553], [3.166393, 1.119893, 8.207868], [2.344760, -0.009307, 7.125063], [1.417306, 1.236371, 7.974778], [4.759869, 1.771109, 6.540356], [4.271541, 2.390806, 4.959331], [4.044421, 0.686347, 5.336088], [0.229133, 0.479263, 6.215685], [-2.522835, 0.631826, 4.017000], [-1.809101, -0.355803, 5.328299], [-3.371376, -0.953403, 2.594184], [-3.184896, -2.127593, 3.919225], [-3.528205, -2.952390, 1.566890], [-2.379587, -3.776365, 2.603367], [-0.408405, -4.491857, 0.826326], [-0.329993, -3.772267, 2.369351], [0.941255, -2.649895, -0.116149], [1.719048, -3.476962, 1.274125], [1.228420, -0.724416, 3.448344], [1.521673, -2.478883, 3.402296], [-0.208436, -1.803763, 4.777742], [-0.810079, -2.922015, 3.644478], [3.067719, -1.419800, 1.639349], [2.163079, 0.120441, 1.734079], [4.226101, -1.593090, -0.326735], [2.756890, 0.095926, -3.934606], [0.537160, -0.538321, -4.697108], [-0.887390, 0.513406, -4.782114], [-0.754404, -0.670771, -3.472109], [1.817235, 1.632857, -4.862090], [1.930107, 2.645276, -3.414311], [0.534856, 2.779435, -4.492661], [-1.071044, 1.162437, -1.715961], [-1.331059, 2.148663, -3.192223], [-0.164877, 2.659042, -1.957981], [3.756797, -1.604336, -4.934273], [5.512655, -1.761198, -5.042353], [4.791520, -0.178749, -4.753916], [3.814682, -3.424739, -3.127405], [4.891679, -3.252197, -1.745123], [5.574538, -3.494321, -3.360093], [6.104711, 0.177113, -2.662363], [6.953257, -1.334215, -3.044629], [6.224964, -1.094856, -1.445850], [-2.724389, -3.962017, -0.228623], [-1.139045, -3.518639, -0.849555], [-2.634012, -3.553814, -2.796398], [-4.128604, 0.280043, -3.879353], [-2.590393, 2.926885, -1.273855], [-2.585929, 1.809700, 0.100670], [-3.850812, 3.064287, -0.053545], [-3.946183, 2.414082, -3.307121], [-5.076827, 3.183359, -2.193772], [-5.552552, 1.710811, -3.039255], [-4.840091, 0.521744, 0.412746], [-5.954280, 0.288223, -0.959776], [-5.876955, 1.858492, -0.141687], [-1.363885, -2.208363, -5.380557], [-2.315733, -3.257452, -6.447279], [-1.977883, -3.748021, -4.790389], [-2.999547, -0.306260, -5.923054], [-4.738982, -0.576771, -5.725193], [-3.848738, -1.450649, -6.971678], [-4.481577, -4.002412, -4.306957], [-4.783502, -3.607795, -6.006127], [-5.586161, -2.691813, -4.718283], [2.572733, 3.221527, 3.941345], [1.994279, 5.038432, 2.990716], [0.238606, 5.081470, 2.797867], [1.288544, 5.563006, 1.458831], [3.296090, 2.975281, 1.847518], [2.790683, 3.867290, 0.410859], [2.403031, 2.148742, 0.552898], [-0.883362, 3.626589, 1.046160], [0.017205, 2.348430, 0.271598], [0.381071, 4.081274, -0.118082]], "forces_ev_per_a": [[-0.2, 2.7, -2.3], [0.0, -0.2, 0.0], [0.1, 0.0, 0.1], [0.0, 0.1, -0.2], [-0.1, 0.0, 0.1], [0.0, 0.0, 0.2], [0.0, 0.0, 0.0], [-0.2, 0.1, 0.1], [-0.3, 0.8, 0.6], [-1.9, -0.9, 6.1], [-1.7, -0.1, 0.5], [-1.3, -0.9, 0.3], [-1.4, -4.4, -0.8], [0.8, -1.8, -0.2], [0.5, -1.1, -0.6], [5.3, -2.5, 0.3], [1.8, -0.4, 1.6], [0.6, -1.1, 2.1], [0.4, 0.5, -0.3], [0.0, 0.0, 0.1], [0.0, 0.0, 0.0], [0.1, 0.1, -0.2], [0.0, -0.1, 0.2], [0.0, 0.0, 0.1], [-0.6, 0.1, 0.1], [4.2, 1.7, -4.9], [0.0, 0.0, 0.0], [0.1, 0.2, 0.1], [-0.1, -0.2, 0.1], [0.2, -0.3, 0.0], [0.0, 0.0, 0.0], [0.0, 0.0, 0.2], [0.1, 0.1, 0.0], [-0.1, -0.1, -0.1], [-0.2, 0.0, -0.8], [-0.1, 0.1, 0.0], [0.0, 0.2, 0.0], [0.0, -0.2, -0.1], [0.1, 0.0, 0.1], [0.1, -0.1, 0.2], [-0.1, 0.3, 0.5], [-5.6, 0.1, -3.8], [-0.1, -0.1, 0.0], [0.1, -0.4, 0.0], [0.0, -0.2, 0.2], [0.1, 0.1, -0.1], [-0.1, 0.0, 0.0], [-0.1, 0.1, 0.0], [0.0, -0.2, 0.2], [0.1, 0.1, 0.0], [-0.6, 0.4, -0.8], [0.3, 5.3, 3.1], [0.2, 0.0, 0.1], [-0.1, -0.2, 0.0], [-0.1, 0.1, 0.0], [0.0, -0.1, -0.1], [-0.2, 0.0, 0.1], [0.0, -0.3, 0.3], [0.1, 0.1, 0.0], [-0.1, 0.0, 0.0], [0.0, 0.1, 0.0], [0.0, 0.0, 0.1], [0.0, -0.1, 0.0], [-0.1, 0.0, 0.1], [0.1, 0.0, 0.0], [0.1, 0.0, -0.1], [0.0, -0.1, 0.0], [0.0, 0.0, 0.0], [0.0, -0.1, 0.0], [0.0, 0.1, -0.1], [-0.1, 0.1, 0.0], [0.0, 0.1, -0.2], [0.0, 0.0, 0.0], [-0.1, 0.2, -0.2], [0.0, 0.3, -0.1], [-0.2, 0.0, -0.2], [0.1, 0.0, 0.0], [0.0, 0.1, -0.2], [0.2, 0.0, 0.0], [0.0, 0.3, -0.1], [-0.1, 0.1, -0.3], [0.1, 0.1, 0.1], [0.0, 0.1, -0.1], [0.1, 0.0, 0.1], [0.0, -0.1, 0.1], [-0.1, 0.0, -0.1], [0.1, -0.1, 0.0], [-0.1, 0.0, -0.1], [-0.1, -0.2, -0.1], [0.1, 0.0, -0.1], [0.1, 0.1, 0.0], [-0.1, 0.0, -0.1], [-0.1, 0.2, -0.1], [-0.2, 0.1, 0.0], [-0.1, 0.2, 0.2], [-0.1, 0.0, -0.1], [0.1, 0.0, 0.0], [0.0, 0.1, -0.1], [0.0, -0.1, 0.0], [0.0, -0.1, 0.1], [0.1, -0.1, 0.0], [0.1, 0.1, 0.0], [0.1, 0.0, 0.0], [0.1, 0.0, 0.1], [0.1, 0.0, 0.0], [-0.1, 0.0, 0.0], [0.1, -0.1, 0.0], [0.0, 0.1, 0.0], [0.2, 0.2, -0.1], [-0.2, 0.2, -0.1], [0.0, 0.1, 0.1], [0.1, 0.1, -0.1], [-0.1, 0.1, 0.0], [-0.1, 0.0, -0.1], [-0.2, -0.1, 0.1], [-0.1, -0.1, 0.0], [0.0, 0.1, 0.1], [0.1, 0.0, 0.0], [0.0, 0.0, -0.1], [0.0, -0.1, 0.0], [0.0, 0.1, 0.0], [-0.1, 0.1, 0.0], [0.0, 0.0, 0.0], [0.0, -0.1, 0.0], [0.0, 0.0, -0.1], [-0.1, 0.0, 0.0], [0.0, 0.1, -0.1], [0.0, 0.0, 0.0], [-0.1, 0.1, 0.1], [0.0, 0.1, -0.1], [0.1, 0.0, 0.0], [0.0, 0.0, -0.1], [0.1, -0.1, -0.1], [-0.1, 0.1, 0.0], [0.0, 0.2, -0.2], [0.0, 0.0, -0.2]], "mulliken_charge": [4.589, -1.685, 1.962, -2.150, -1.664, 0.058, -0.630, 0.476, -1.225, -1.052, -1.104, -0.783, 0.754, -1.840, -0.941, 0.253, -0.711, -1.163, -1.081, 0.255, -0.613, -0.827, -0.438, -0.598, -0.680, 0.562, 3.088, -1.919, -2.423, -1.518, 2.401, -2.077, -1.709, -1.768, -2.198, -0.018, -0.786, -0.593, 0.035, -0.271, 0.660, -1.167, 2.697, -1.384, -2.486, -1.658, 2.191, -1.537, -1.982, -1.814, 0.096, -0.861, 0.255, -0.638, 2.724, -2.039, -1.857, -1.960, 0.476, 0.357, 0.277, 0.462, 0.380, 0.341, 0.460, 0.342, 0.343, 0.395, 0.478, 0.284, 0.583, 0.374, 0.555, 0.427, 0.528, 0.698, 0.422, 0.449, 0.229, 0.625, 0.751, 0.758, 0.392, -0.082, 0.512, 0.395, 0.461, 0.468, 0.126, 0.445, 0.400, 0.480, -0.729, 0.564, 0.469, 0.401, 0.409, 0.371, 0.365, 0.337, 0.430, 0.346, 0.463, 0.327, 0.552, 0.407, 0.457, 0.469, 0.196, -0.429, 0.919, 0.324, 0.432, 0.427, 0.181, 0.298, 0.504, 0.210, 0.487, 0.333, 0.302, 0.377, 0.420, 0.316, 0.471, 0.367, 0.367, 0.319, 0.403, 0.533, 0.219, 0.554, 0.234, 0.408, -0.448, 0.841], "gap_ev": 6.1, "total_charge": -1, "total_energy_ev": -65600.5526, "homo_ev": -4.14}